DFT (ωB97M-V/def2-TZVPD) results for C4H11NS in the gas phase at a distorted geometry.

CARTESIAN COORDINATES (ANGSTROEM)
C  -1.401  0.449  -0.106
C  -0.997  -0.433  -1.280
S  0.640  0.033  -1.946
C  -0.823  0.011  1.237
N  0.579  0.305  1.372
C  1.124  0.018  2.676
H  -2.489  0.456  -0.066
H  -1.042  1.466  -0.292
H  -0.978  -1.476  -0.961
H  -1.708  -0.348  -2.098
H  0.703  -0.952  -2.852
H  -1.098  -1.035  1.437
H  -1.370  0.549  2.028
H  1.084  -0.089  0.589
H  2.083  0.537  2.812
H  0.406  0.348  3.419
H  1.338  -1.047  2.858

- Kohn-Sham gap (eV) = 9.47
- energy (Eh) = -611.92530
- LUMO energy (eV) = 0.91
- SMILES = CNCCCS
- ΔE to the lowest compared entry with this formula, charge and spin (kJ/mol) = 44.16
- largest force on an atom (eV/A) = 1.02

DFT (ωB97M-V/def2-TZVPD) results for C31H35AsFeN3O4 as an isolated structure.

CARTESIAN COORDINATES (ANGSTROEM)
Fe  0.102  0.589  -0.026
O  2.034  -2.962  -1.740
C  1.517  -1.991  -1.027
O  1.023  -0.972  -1.463
C  1.571  -2.211  0.457
C  2.268  -3.221  1.101
C  2.250  -3.234  2.488
C  1.533  -2.257  3.172
C  0.858  -1.303  2.431
N  0.887  -1.280  1.104
C  0.067  -0.137  2.961
O  -0.331  -0.089  4.208
O  -0.199  0.771  2.197
H  1.959  -2.760  -2.689
H  2.811  -3.963  0.532
H  2.793  -3.993  3.035
H  1.530  -2.246  4.255
H  -0.131  -0.891  4.712
C  -2.490  7.155  -4.045
C  -2.124  5.714  -3.831
C  -2.859  4.685  -4.395
C  -2.557  3.340  -4.195
C  -3.471  2.364  -4.901
C  -1.452  3.002  -3.389
As  -0.848  1.205  -2.871
N  -1.539  1.174  -1.074
C  -2.713  1.617  -0.640
C  -3.764  2.004  -1.541
C  -4.966  2.445  -1.063
C  -5.192  2.525  0.319
C  -4.189  2.149  1.227
C  -2.980  1.710  0.769
C  -1.770  -0.112  -3.957
C  -2.658  -1.100  -3.522
C  -2.993  -1.379  -2.076
C  -3.254  -1.918  -4.481
C  -2.962  -1.815  -5.831
C  -3.637  -2.692  -6.850
C  -1.991  -0.898  -6.218
C  -1.377  -0.055  -5.307
C  -0.313  0.898  -5.797
C  -0.684  4.041  -2.824
C  0.522  3.816  -1.942
C  -1.031  5.363  -3.051
H  -3.344  7.254  -4.712
H  -1.654  7.708  -4.476
H  -2.741  7.633  -3.098
H  -3.712  4.931  -5.018
H  -4.462  2.806  -5.006
H  -3.578  1.406  -4.402
H  -3.104  2.158  -5.908
H  -3.594  1.929  -2.603
H  -5.747  2.732  -1.753
H  -6.145  2.877  0.689
H  -4.376  2.213  2.290
H  -2.204  1.437  1.469
H  -2.132  -1.234  -1.424
H  -3.323  -2.411  -1.972
H  -3.802  -0.746  -1.706
H  -3.958  -2.674  -4.151
H  -4.350  -3.370  -6.385
H  -2.904  -3.287  -7.397
H  -4.172  -2.087  -7.584
H  -1.704  -0.839  -7.262
H  -0.134  0.755  -6.860
H  0.635  0.735  -5.275
H  -0.588  1.945  -5.650
H  1.070  2.917  -2.222
H  0.217  3.732  -0.892
H  1.200  4.665  -2.017
H  -0.422  6.147  -2.613
N  1.926  1.619  0.227
H  2.427  1.831  -0.630
H  2.569  1.108  0.827
H  1.754  2.507  0.693

- Kohn-Sham gap (spin up / spin down) (eV) = 6.05 / 5.36
- energy (Eh) = -5166.56033
- LUMO energy (spin up / spin down) (eV) = -6.64 / -7.33
- charge = +2
- largest force on an atom (eV/A) = 0.76
- spin multiplicity = 6

DFT (ωB97M-V/def2-TZVPD) results for C33H36BF9N3OP2TeTi as an isolated structure at a distorted geometry.

CARTESIAN COORDINATES (ANGSTROEM)
Ti  -0.071  -0.649  0.933
C  2.257  1.237  -1.099
P  2.104  1.351  0.714
C  2.167  3.166  0.947
C  1.139  3.928  0.387
C  1.089  5.301  0.561
C  2.067  5.940  1.313
C  3.093  5.195  1.872
C  3.144  3.818  1.692
C  3.670  0.720  1.371
C  3.883  0.773  2.750
C  5.030  0.241  3.312
C  5.972  -0.375  2.498
C  5.756  -0.458  1.133
C  4.609  0.084  0.568
C  1.845  -0.092  -1.648
C  2.169  -0.577  -2.899
C  1.314  -1.672  -3.128
C  0.533  -1.807  -1.998
C  -0.698  -2.675  -1.936
P  -2.049  -1.458  -1.686
C  -3.833  -1.759  -1.334
C  -4.398  -2.325  -0.190
C  -5.764  -2.247  0.042
C  -6.613  -1.591  -0.835
C  -6.071  -0.992  -1.954
C  -4.706  -1.076  -2.192
C  -2.035  -0.768  -3.361
C  -2.507  -1.476  -4.465
C  -2.333  -0.965  -5.739
C  -1.676  0.248  -5.919
C  -1.189  0.944  -4.825
C  -1.365  0.433  -3.544
N  0.875  -0.855  -1.059
H  3.257  1.528  -1.427
H  1.577  2.007  -1.480
H  0.366  3.451  -0.207
H  0.287  5.872  0.111
H  2.031  7.012  1.455
H  3.865  5.684  2.451
H  3.962  3.257  2.123
H  3.149  1.246  3.397
H  5.183  0.292  4.382
H  6.865  -0.804  2.933
H  6.470  -0.967  0.500
H  4.437  -0.040  -0.493
H  2.902  -0.154  -3.570
H  1.243  -2.280  -4.017
H  -0.633  -3.530  -1.271
H  -0.863  -3.084  -2.934
H  -3.897  -2.838  0.616
H  -6.161  -2.715  0.933
H  -7.676  -1.541  -0.637
H  -6.696  -0.448  -2.650
H  -4.332  -0.582  -3.073
H  -3.016  -2.425  -4.334
H  -2.703  -1.513  -6.595
H  -1.536  0.643  -6.917
H  -0.654  1.873  -4.965
H  -0.960  0.952  -2.685
N  0.228  -0.226  3.174
C  -0.913  0.135  4.034
C  -1.583  1.458  3.619
C  -1.040  2.119  2.360
N  -1.198  1.262  1.173
H  0.542  -1.160  3.432
H  1.024  0.383  3.339
H  -0.585  0.196  5.073
H  -1.622  -0.683  3.959
H  -1.485  2.187  4.426
H  -2.655  1.294  3.485
H  0.016  2.368  2.467
H  -1.572  3.062  2.210
H  -1.118  1.790  0.311
H  -2.128  0.847  1.151
F  3.228  -2.501  0.012
B  2.299  -2.822  0.949
F  2.784  -3.474  2.040
F  1.168  -3.450  0.387
F  1.724  -1.495  1.495
F  -2.510  -4.620  -0.024
Te  -1.404  -3.536  1.177
F  -0.274  -2.931  2.635
F  -0.649  -5.177  1.604
F  -1.835  -1.227  1.770
F  -2.713  -3.805  2.469
O  -1.600  -0.448  -0.658

- Kohn-Sham gap (spin up / spin down) (eV) = 7.15 / 7.28
- energy (Eh) = -4242.91265
- LUMO energy (spin up / spin down) (eV) = -0.10 / 0.04
- ΔE to the lowest compared entry with this formula, charge and spin (kJ/mol) = 134.43
- largest force on an atom (eV/A) = 1.58
- spin multiplicity = 2

DFT (ωB97M-V/def2-TZVPD) results for C11H24ClIN2O13P3 as an isolated structure at a distorted geometry.

CARTESIAN COORDINATES (ANGSTROEM)
C  -1.922  0.125  3.264
O  -2.135  -0.687  2.111
C  -1.000  -0.779  1.285
C  -0.910  0.355  0.204
C  -2.276  1.003  0.024
C  -3.493  0.151  -0.391
O  -3.220  -1.241  -0.427
C  0.045  1.371  0.888
O  -0.234  2.375  1.466
N  1.374  0.886  0.729
C  1.438  -0.155  -0.334
C  1.917  -1.466  0.323
C  2.048  -2.752  -0.499
O  2.348  -2.479  -1.859
C  0.874  -3.740  -0.334
N  0.892  -4.748  -1.386
P  3.076  0.294  -1.342
O  3.251  1.904  -1.092
O  2.578  0.314  -2.892
C  0.039  0.087  -1.012
I  -0.672  -1.356  -2.438
P  0.034  1.821  -1.858
P  -0.682  1.768  -3.924
O  0.112  1.082  -4.950
O  -2.249  1.416  -3.877
O  -0.710  3.353  -4.220
H  -1.197  -0.338  3.944
H  -1.556  1.129  3.035
H  -2.874  0.227  3.787
H  -1.056  -1.740  0.772
H  -0.115  -0.808  1.922
H  -2.223  1.872  -0.637
H  -2.522  1.446  0.990
H  -4.296  0.338  0.329
H  -3.894  0.474  -1.365
H  -4.045  -1.725  -0.347
H  1.760  0.572  1.614
H  2.933  -1.229  0.662
H  1.377  -1.712  1.240
H  2.899  -3.296  -0.067
H  3.249  -2.752  -2.044
H  1.038  -4.265  0.611
H  -0.074  -3.206  -0.253
H  0.302  -4.502  -2.166
H  0.638  -5.653  -1.021
H  3.533  2.064  -0.181
H  3.010  1.023  -3.388
H  1.346  2.194  -2.137
H  -2.492  0.978  -3.049
H  -1.507  3.744  -3.838
O  1.328  3.513  6.220
Cl  1.048  3.259  4.825
O  2.208  2.648  4.206
O  0.734  4.497  4.157
O  -0.077  2.347  4.720

- Kohn-Sham gap (eV) = 7.69
- energy (Eh) = -3302.99201
- LUMO energy (eV) = 1.81
- charge = -1
- largest force on an atom (eV/A) = 1.16

DFT (ωB97M-V/def2-TZVPD) results for C4H8N4 in the gas phase at a distorted geometry.

CARTESIAN COORDINATES (ANGSTROEM)
C  -2.126  -0.109  0.442
C  0.660  -1.874  -0.183
C  1.262  -0.548  0.188
C  0.460  1.539  -0.438
H  -2.470  0.961  0.219
H  -1.866  -0.266  1.552
H  -2.916  -0.959  0.132
H  1.154  -2.790  -0.301
H  2.917  0.508  0.690
H  1.254  1.991  0.121
H  0.949  1.342  -1.437
H  -0.461  2.381  -0.610
N  -0.929  -0.331  -0.430
N  -0.623  -1.687  -0.424
N  2.529  -0.474  0.221
N  0.205  0.315  0.257

- Kohn-Sham gap (eV) = 9.51
- energy (Eh) = -376.11093
- LUMO energy (eV) = 0.60
- SMILES = [H]/N=c1/cnn(C)n1C
- ΔE to the lowest compared entry with this formula, charge and spin (kJ/mol) = 361.08
- largest force on an atom (eV/A) = 4.85

DFT (ωB97M-V/def2-TZVPD) results for C4H5NO in the gas phase at a distorted geometry.

CARTESIAN COORDINATES (ANGSTROEM)
C  -1.496  1.396  -0.142
C  -0.052  -0.426  -0.500
C  1.171  -0.887  0.113
C  2.232  -1.356  0.508
H  -1.047  1.363  -1.206
H  -0.559  0.030  1.488
H  0.233  0.156  -1.344
H  -0.550  -1.344  -0.775
H  3.139  -1.157  0.883
N  -1.010  0.184  0.316
O  -2.060  2.041  0.658

- Kohn-Sham gap (eV) = 10.48
- energy (Eh) = -285.25524
- LUMO energy (eV) = 0.71
- SMILES = C#CCNC=O
- ΔE to the lowest compared entry with this formula, charge and spin (kJ/mol) = 418.37
- largest force on an atom (eV/A) = 5.98

DFT (ωB97M-V/def2-TZVPD) results for C31H23BrClFeN4O5S as an isolated structure at a distorted geometry.

CARTESIAN COORDINATES (ANGSTROEM)
Fe  0.088  -0.969  -0.251
Cl  -4.371  3.185  3.673
C  -3.204  2.430  2.612
C  -2.245  3.229  1.962
C  -1.279  2.642  1.195
C  -1.216  1.234  1.036
O  -0.251  0.724  0.383
C  -2.246  0.449  1.629
C  -2.346  -0.957  1.430
N  -1.553  -1.662  0.723
C  -1.699  -3.067  0.561
C  -2.585  -3.876  1.207
C  -2.652  -5.258  0.910
C  -1.830  -5.818  -0.019
C  -0.879  -5.013  -0.686
C  0.005  -5.499  -1.677
C  0.885  -4.646  -2.263
C  0.926  -3.297  -1.845
N  0.125  -2.827  -0.934
C  -0.805  -3.648  -0.371
C  -3.221  1.085  2.431
H  -2.265  4.304  2.086
H  -0.521  3.234  0.701
H  -3.192  -1.444  1.919
H  -3.246  -3.469  1.962
H  -3.372  -5.877  1.432
H  -1.884  -6.877  -0.245
H  -0.033  -6.545  -1.961
H  1.562  -4.980  -3.038
H  1.635  -2.588  -2.261
H  -3.998  0.490  2.900
O  3.073  -1.238  -0.499
C  2.222  -0.638  0.027
Br  1.241  -1.891  1.906
O  2.711  -0.366  -4.318
C  1.613  0.206  -4.881
C  1.645  0.662  -6.198
C  0.515  1.204  -6.787
C  -0.668  1.300  -6.066
C  -0.699  0.850  -4.757
C  0.428  0.306  -4.145
C  0.303  -0.161  -2.724
O  -0.828  -0.456  -2.283
O  1.314  -0.254  -1.985
H  3.444  -0.326  -4.939
H  2.569  0.580  -6.765
H  0.561  1.554  -7.812
H  -1.555  1.723  -6.524
H  -1.607  0.902  -4.169
N  3.656  0.007  2.777
C  2.766  0.932  2.371
S  2.579  1.245  0.724
N  2.132  1.602  3.349
C  1.492  2.867  3.355
C  1.714  3.845  2.392
C  1.092  5.082  2.513
C  0.265  5.361  3.590
C  0.061  4.387  4.560
C  0.670  3.150  4.442
H  3.925  -0.679  2.085
H  3.548  -0.381  3.705
H  2.097  1.125  4.236
H  2.384  3.660  1.566
H  1.275  5.833  1.754
H  -0.207  6.332  3.680
H  -0.570  4.594  5.414
H  0.506  2.392  5.202

- Kohn-Sham gap (spin up / spin down) (eV) = 6.59 / 6.76
- energy (Eh) = -6486.49542
- LUMO energy (spin up / spin down) (eV) = -0.64 / -0.65
- ΔE to the lowest compared entry with this formula, charge and spin (kJ/mol) = 111.57
- largest force on an atom (eV/A) = 2.32
- spin multiplicity = 2

DFT (ωB97M-V/def2-TZVPD) results for a 2-piece molecular cluster, C2H7NO overall at a distorted geometry.

CARTESIAN COORDINATES (ANGSTROEM)
N  1.133  1.812  0.488
H  1.140  2.822  0.369
H  2.106  1.727  0.172
H  1.277  1.839  1.546
O  -1.011  -2.430  0.948
C  -1.022  -2.049  -0.213
C  -0.604  -0.648  -0.517
H  -1.615  -2.546  -1.049
H  0.288  -0.429  -1.144
H  -1.355  0.015  -1.109
H  -0.337  -0.114  0.508

- Kohn-Sham gap (spin up / spin down) (eV) = 8.33 / 4.83
- energy (Eh) = -209.98743
- LUMO energy (spin up / spin down) (eV) = -6.50 / -9.93
- charge = +1
- ΔE to the lowest compared entry with this formula, charge and spin (kJ/mol) = 237.55
- largest force on an atom (eV/A) = 4.08
- spin multiplicity = 2

Question: Which formula does entry 6 have?
Answer: C4H5NO